Here is a cluster of 3 separate species, C14H37O8P3 in total from the OMol25 dataset. Energies are from the ωB97M-V functional and the def2-TZVPD basis.

The geometry in XYZ format:
```
62
Properties=species:S:1:pos:R:3:forces:R:3
C 6.562341 -2.763393 0.091126 -0.009 0.016 0.006
P 5.080308 -2.223244 -0.877250 0.266 -0.019 0.089
C 4.038969 -1.499479 0.462878 -0.152 -0.024 -0.065
P 5.685327 -0.436502 -1.998661 -0.345 0.033 -0.040
P 7.040662 1.022346 -0.972984 0.119 -0.137 0.068
O 8.410240 0.223331 -0.559066 0.034 0.011 0.054
O 6.246889 1.173205 0.460627 0.022 0.206 0.028
H 6.267780 -3.603856 0.722676 0.033 -0.019 -0.016
H 7.002764 -2.004654 0.741347 -0.073 0.050 0.043
H 7.320287 -3.117739 -0.608213 0.021 -0.009 0.025
H 3.052583 -1.274469 0.054042 0.023 0.004 0.004
H 3.910684 -2.276388 1.219499 -0.021 0.013 -0.006
H 4.420795 -0.599275 0.939834 0.085 -0.015 -0.029
H 6.625892 -1.069009 -2.842661 0.052 0.055 0.046
H 8.311634 -0.639549 -0.140242 -0.061 -0.044 -0.145
H 6.410732 0.483262 1.111758 -0.046 -0.119 -0.061
C 2.697415 2.263859 -0.277210 0.090 -0.007 0.032
O 1.864237 2.660061 -1.341806 -0.158 -0.095 0.034
C 2.067175 1.947058 -2.548872 0.126 0.021 -0.055
C 0.763180 1.486457 -3.163982 0.097 -0.005 -0.009
O 0.091833 0.489764 -2.409877 0.009 -0.037 -0.004
C -0.701248 0.912439 -1.313501 -0.114 -0.017 0.020
C -2.069101 1.440782 -1.688513 -0.142 -0.059 0.132
O -1.997312 2.697248 -2.338290 0.228 -0.039 -0.114
C -2.852465 2.835680 -3.447608 -0.096 0.019 0.033
H 3.657889 2.790340 -0.282307 0.000 0.004 -0.051
H 2.182237 2.487373 0.657668 0.001 0.057 -0.016
H 2.899118 1.188468 -0.314996 -0.013 0.002 0.044
H 2.711999 1.080812 -2.368139 -0.028 -0.032 -0.027
H 2.575073 2.591934 -3.278296 0.041 -0.012 0.018
H 1.022718 0.997899 -4.106933 -0.054 0.067 -0.049
H 0.115287 2.336750 -3.381820 -0.040 0.013 0.114
H -0.174419 1.633810 -0.685735 0.037 0.062 -0.080
H -0.879015 0.004200 -0.730472 0.038 0.039 0.072
H -2.647793 1.535478 -0.760842 -0.083 -0.013 -0.057
H -2.583713 0.707175 -2.318508 0.050 0.009 -0.046
H -2.830543 1.944914 -4.084801 0.033 0.014 -0.010
H -2.504088 3.690419 -4.026218 -0.016 0.012 0.023
H -3.890003 3.018220 -3.143701 -0.001 -0.027 0.015
C -6.637093 0.651277 3.023109 -0.100 -0.016 0.000
O -6.004448 -0.571572 2.725403 0.208 0.058 0.010
C -6.092202 -0.979692 1.375332 -0.116 -0.060 -0.054
C -4.769587 -1.501738 0.853971 -0.100 0.014 -0.028
O -3.765354 -0.512684 0.702305 0.066 0.050 -0.083
C -3.100054 -0.022487 1.854248 0.098 -0.025 0.019
C -2.124287 -0.991624 2.488765 0.116 0.064 0.052
O -2.782735 -2.056944 3.144080 -0.170 -0.018 -0.134
C -2.191784 -3.321409 2.957848 0.086 -0.002 0.070
H -7.719432 0.531811 3.145905 -0.006 -0.010 -0.033
H -6.219799 1.017212 3.960387 -0.019 -0.024 0.012
H -6.456633 1.397335 2.241739 0.033 0.004 0.015
H -6.429215 -0.151218 0.741910 0.054 0.032 0.021
H -6.827427 -1.790683 1.282711 -0.042 0.041 -0.019
H -4.957948 -1.859171 -0.161683 0.034 -0.071 0.024
H -4.424743 -2.344177 1.455030 0.013 0.071 0.094
H -3.799818 0.359793 2.599078 -0.046 -0.108 0.015
H -2.500307 0.814892 1.486383 -0.054 0.054 0.048
H -1.525672 -0.426723 3.216551 0.053 -0.028 -0.018
H -1.440750 -1.372613 1.720656 -0.052 -0.027 -0.034
H -1.908711 -3.482208 1.911627 -0.034 -0.006 -0.006
H -2.928284 -4.071499 3.242695 0.013 0.008 0.026
H -1.300065 -3.451604 3.581995 0.014 0.022 -0.015
```
Positions in Å, forces in eV/Å.

Structure (SMILES): CP(C)#[PH]P(O)O.COCCOCCOC.COCCOCCOC
Energy relative to the best compared isomer or geometry (same formula, charge and spin) in kcal/mol: 161.9
Lowest unoccupied orbital energy in eV: 0.264
Frontier orbital gap in hartree: 0.3154

Here is an isolated molecule of C5H11N from the OMol25 dataset. Energies are from the ωB97M-V functional and the def2-TZVPD basis.

The geometry in XYZ format:
```
17
Properties=species:S:1:pos:R:3:forces:R:3
C -2.990857 0.338918 -0.040287 -0.765 -1.084 -1.427
C -1.483137 0.307786 -0.199053 -1.909 -1.620 -0.815
C -0.637228 0.531046 0.772471 -0.165 -0.230 0.922
C 0.877864 0.531149 0.597070 -1.006 -0.249 0.394
N 1.279597 -0.521990 -0.267718 2.620 -0.487 -1.933
C 2.792996 -0.620656 -0.635053 -2.161 -3.343 1.484
H -3.255305 1.337506 0.327306 -0.531 -0.348 -0.242
H -3.435221 -0.473997 0.632307 0.682 1.128 -0.834
H -3.361270 0.124966 -1.154278 0.052 0.793 2.639
H -1.340334 -0.161768 -1.164691 1.466 0.751 -0.244
H -1.200393 0.522573 1.755921 1.428 0.833 -0.689
H 1.274397 0.266182 1.574553 0.585 1.313 0.508
H 1.174782 1.480113 0.077514 0.127 -0.535 1.221
H 0.903856 -1.430900 -0.051981 0.053 0.061 0.362
H 2.795630 -1.741436 -0.967282 0.576 2.213 -0.050
H 3.618363 -0.566616 0.145040 -1.381 0.264 -0.280
H 2.986262 0.077129 -1.401845 0.329 0.543 -1.017
```
Positions in Å, forces in eV/Å.

Structure (SMILES): C/C=C/CNC
Energy relative to the best compared isomer or geometry (same formula, charge and spin) in kcal/mol: 60.6
Lowest unoccupied orbital energy in eV: 1.165
Frontier orbital gap in hartree: 0.3547

Here is a structure of composition C5H11CsN3O4 from the OMol25 dataset. Energies are from the ωB97M-V functional and the def2-TZVPD basis.

The geometry in XYZ format:
```
24
Properties=species:S:1:pos:R:3:forces:R:3
N 2.970552 -0.080354 1.315507 -1.152 -0.303 -1.295
C 2.170518 -0.600569 0.143959 0.117 -0.344 -0.116
N 2.994690 -0.594380 -1.159640 -2.045 0.652 1.105
N 1.791329 -2.082016 0.352155 -1.357 1.769 0.021
C 0.762535 0.184049 -0.148713 -0.564 -0.872 -0.984
O 0.610008 1.477784 0.532974 -4.092 0.233 -2.990
C -0.528455 2.142016 -0.171285 2.033 8.189 0.093
O -0.435163 3.488527 -0.333538 -1.006 -9.788 1.036
O -1.699172 1.446067 -0.726984 1.351 0.385 2.915
C -2.546603 0.850486 0.320324 0.062 -2.264 0.467
C -2.942821 -0.677421 -0.232545 1.756 0.661 -4.554
O -3.696670 -0.784929 -1.356563 17.160 0.608 0.933
H 3.365371 0.872034 1.154238 -0.741 -1.177 0.236
H 2.466721 -0.155060 2.225512 0.525 0.305 -1.263
H 3.132266 0.416273 -1.405731 -0.125 -1.194 0.091
H 2.303349 -0.983632 -1.868819 1.397 0.710 0.887
H 1.201489 -2.150598 1.235640 1.062 0.163 -1.294
H 1.085222 -2.263459 -0.422760 1.180 -0.012 1.155
H -0.115264 -0.521179 0.174454 1.455 1.246 -0.478
H 0.654404 0.393712 -1.308446 0.276 -0.642 2.291
H -1.972985 0.674613 1.346438 -1.221 0.642 -2.207
H -3.567729 1.403022 0.493931 2.104 -0.584 -0.451
H -2.606923 -1.658314 0.349062 -0.888 1.978 -1.195
Cs -5.396670 -0.796670 -0.509170 -17.286 -0.360 5.598
```
Positions in Å, forces in eV/Å.

Total charge: +1
Lowest unoccupied orbital energy in eV: -6.582
Frontier orbital gap in hartree: 0.1991

Here is a structure of composition C25H18F3NO5PRhS2 from the OMol25 dataset. Energies are from the ωB97M-V functional and the def2-TZVPD basis.

The geometry in XYZ format:
```
56
Properties=species:S:1:pos:R:3:forces:R:3
Rh 0.217191 0.066883 -0.319788 -0.447 0.415 -0.203
O -2.770458 -2.494946 -1.136587 -0.005 0.015 0.047
S -2.114422 -1.311120 -0.693745 0.107 -0.120 0.007
O -1.200683 -0.683533 -1.708822 0.060 -0.118 0.021
O -1.315888 -1.379287 0.546369 0.269 0.107 0.080
C -3.371278 -0.111310 -0.315356 0.012 0.019 0.001
C -4.694464 -0.521159 -0.311336 0.007 -0.002 -0.010
C -5.684145 0.368148 0.080906 -0.004 0.003 0.002
C -5.348995 1.656805 0.467631 -0.002 0.002 -0.003
C -4.024092 2.066292 0.448492 0.009 -0.009 0.012
C -3.020066 1.185744 0.061797 0.009 -0.037 -0.015
P -1.306809 1.774746 -0.129760 0.122 -0.052 0.041
C -1.501628 2.909066 -1.531775 0.032 0.008 0.022
C -1.441241 2.387951 -2.822838 -0.032 -0.013 0.002
C -1.683311 3.209501 -3.911375 0.009 0.007 0.005
C -1.978481 4.552693 -3.720125 0.007 0.005 0.008
C -2.040877 5.072871 -2.436058 -0.003 -0.002 -0.024
C -1.809813 4.252023 -1.341695 -0.028 0.069 0.005
C -0.927023 2.780780 1.320759 -0.059 0.007 0.000
C -0.009286 3.824721 1.211931 0.090 -0.011 -0.007
C 0.441662 4.471833 2.351208 0.011 -0.005 0.035
C -0.014949 4.078199 3.602584 -0.006 0.010 -0.010
C -0.923800 3.035689 3.714646 -0.010 0.004 -0.011
C -1.379221 2.384279 2.577164 0.044 0.005 0.000
H -4.929729 -1.533300 -0.609284 -0.002 0.000 0.003
H -6.718499 0.051343 0.086451 0.000 -0.002 0.001
H -6.120277 2.350115 0.776236 0.001 -0.001 -0.001
H -3.770873 3.080203 0.733402 0.012 0.014 -0.001
H -1.220066 1.339066 -2.973655 0.024 -0.021 0.007
H -1.636078 2.799186 -4.911350 0.002 0.003 -0.001
H -2.157966 5.194292 -4.572857 -0.003 0.000 -0.001
H -2.268177 6.119641 -2.282182 -0.005 0.001 -0.005
H -1.856005 4.669832 -0.342566 -0.061 -0.025 -0.083
H 0.358756 4.125129 0.236471 0.035 -0.038 0.065
H 1.153320 5.282249 2.261027 0.002 0.000 0.002
H 0.338760 4.584905 4.491054 0.003 -0.002 0.000
H -1.277048 2.723796 4.688716 -0.003 0.003 0.000
H -2.073336 1.557984 2.670072 -0.016 -0.014 -0.006
F 5.324856 3.691276 0.022043 0.057 0.036 0.042
C 4.331366 3.017306 -0.578565 -0.003 -0.019 0.018
F 3.591605 3.917781 -1.249413 -0.051 0.042 -0.018
F 4.891218 2.212030 -1.489985 0.017 -0.057 -0.059
C 3.504563 2.257732 0.414924 -0.042 -0.049 0.103
C 3.870741 2.159924 1.744297 -0.008 0.054 -0.036
C 3.085880 1.442408 2.639976 0.002 0.024 0.051
C 1.942290 0.826560 2.179970 -0.148 0.067 -0.068
N 1.582102 0.948161 0.901692 0.082 -0.470 -0.102
C 2.333647 1.612027 0.011224 0.005 0.172 0.009
S 1.567947 1.471395 -1.534719 0.136 0.044 0.086
H 4.775647 2.645550 2.083841 -0.004 0.007 -0.013
H 3.362866 1.356995 3.679691 0.010 -0.018 -0.003
H 1.297875 0.230104 2.806183 -0.017 -0.072 -0.001
O 1.480861 -2.001724 1.545675 0.045 0.082 -0.094
C 1.906004 -2.132917 0.407394 0.075 0.065 0.143
O 1.636124 -1.393686 -0.616950 -0.306 -0.094 -0.004
H 2.626301 -2.934134 0.167358 -0.030 -0.038 -0.038
```
Positions in Å, forces in eV/Å.

Energy relative to the best compared isomer or geometry (same formula, charge and spin) in kcal/mol: 5.3
Lowest unoccupied orbital energy in eV: -0.405
Frontier orbital gap in hartree: 0.3013

Here is an isolated molecule of C18H19N3 from the OMol25 dataset. Energies are from the ωB97M-V functional and the def2-TZVPD basis.

The geometry in XYZ format:
```
40
Properties=species:S:1:pos:R:3:forces:R:3
C 0.648216 -1.901010 -3.896940 0.144 0.067 1.322
C 1.419791 -2.756000 -2.881379 -0.368 -0.584 0.022
C 0.533764 -3.288807 -1.750187 -0.889 -0.388 0.299
C -0.032546 -4.578352 -1.922670 -0.378 1.161 2.314
C -0.904767 -5.141833 -0.962914 1.181 1.913 -0.019
C -1.194467 -4.421313 0.204973 0.557 0.808 -1.382
C -0.721422 -3.113901 0.385212 0.850 -1.051 -1.357
C 0.137870 -2.535945 -0.592688 -0.313 -0.640 -0.034
C 0.585520 -1.151479 -0.324891 0.812 0.863 0.729
N -0.008818 -0.234743 0.396294 -1.392 0.978 0.927
C 0.825314 0.878477 0.419028 -0.582 -0.360 -0.394
C 0.598947 2.255977 1.024043 -0.743 0.350 0.317
C 1.564404 3.266870 0.862352 0.360 0.230 -0.201
C 1.444244 4.588567 1.339960 -0.661 -0.495 0.047
C 0.268081 4.943319 2.007302 -0.485 -2.079 -0.743
C -0.770920 3.954312 2.140139 0.495 0.284 0.200
C -2.069152 4.394282 2.811568 0.741 0.468 -0.227
C -0.606975 2.597547 1.712371 1.216 0.858 0.021
C -1.598710 1.512607 2.019737 -0.655 0.198 -0.557
N 1.903319 0.646062 -0.290175 1.293 0.049 0.185
N 1.774425 -0.623842 -0.668395 0.822 -1.854 -1.697
H 1.336839 -1.494177 -4.597104 0.494 0.440 -0.736
H 0.163526 -1.096491 -3.364404 -0.274 0.428 -0.039
H -0.104482 -2.470687 -4.419404 -0.190 -0.306 -0.062
H 2.303036 -2.276166 -2.466550 -0.062 0.301 -0.313
H 1.845653 -3.563932 -3.479954 -0.100 -0.436 0.424
H 0.295951 -5.162374 -2.727498 0.230 -0.678 -1.225
H -1.300099 -6.110838 -1.112249 -0.318 -0.860 -0.103
H -1.827005 -4.850202 0.931006 -0.589 -0.424 0.800
H -0.940224 -2.613317 1.307141 -0.070 0.486 0.085
H 2.469213 3.031844 0.320302 0.035 -0.193 -0.056
H 2.222612 5.352869 1.155252 -0.411 -0.764 0.153
H 0.145039 5.944515 2.387112 -0.246 0.088 0.074
H -1.964620 5.421917 3.199201 -0.066 -0.457 -0.117
H -2.326066 3.736759 3.619473 -0.114 -0.254 0.578
H -2.913454 4.382611 2.131963 -0.120 0.005 -0.294
H -2.005514 1.099278 1.090563 0.415 -0.292 0.174
H -1.192947 0.717136 2.644408 0.197 -0.038 -0.314
H -2.478574 1.864358 2.517105 -0.377 0.570 0.541
H 2.474997 -1.203898 -1.169102 -0.438 1.606 0.658
```
Positions in Å, forces in eV/Å.

Structure (SMILES): CCc1ccccc1-c1nc(-c2cccc(C)c2C)n[nH]1
Energy relative to the best compared isomer or geometry (same formula, charge and spin) in kcal/mol: 7.4
Lowest unoccupied orbital energy in eV: 0.609
Frontier orbital gap in hartree: 0.3278

Here is a structure of composition C7H8Br2 from the OMol25 dataset. Energies are from the ωB97M-V functional and the def2-TZVPD basis.

The geometry in XYZ format:
```
17
Properties=species:S:1:pos:R:3:forces:R:3
C 0.530202 -0.995402 0.543482 -1.954 3.276 -0.823
C 1.121316 0.194936 0.102052 -0.738 -2.278 0.367
C -0.978228 -1.094200 0.597254 0.171 -2.348 0.198
C -1.755878 -0.283586 -0.418227 -0.533 -0.076 -1.599
C -1.198969 1.223116 -0.439151 0.622 -0.478 1.085
C 0.292889 1.214682 -0.492089 2.546 -2.251 1.261
C 2.631387 -0.019336 0.442702 -0.503 1.409 -2.161
Br 3.473237 -1.676416 -0.216763 -0.478 0.830 0.445
Br 3.769267 1.472442 0.034178 -0.362 -0.286 0.381
H 1.205000 -1.599451 1.034405 0.528 -2.017 1.044
H -1.293430 -2.213647 0.595217 0.391 1.849 -0.094
H -1.309127 -0.700108 1.545713 0.103 -0.071 0.838
H -1.636676 -0.833743 -1.460238 -0.144 1.623 1.789
H -2.861964 -0.393573 -0.151464 1.453 0.559 -0.427
H -1.508590 1.820284 -1.266123 -0.675 0.067 -0.848
H -1.393463 1.931164 0.445191 -0.520 -1.512 -0.658
H 0.913023 1.952834 -0.896131 0.093 1.703 -0.799
```
Positions in Å, forces in eV/Å.

Energy relative to the best compared isomer or geometry (same formula, charge and spin) in kcal/mol: 64.8
Lowest unoccupied orbital energy (alpha / beta) in eV: -0.330 / -1.104
Frontier orbital gap (alpha / beta) in hartree: 0.2904 / 0.2337

Copy entry 2 word for word.
Here is an isolated molecule of C5H11N from the OMol25 dataset. Energies are from the ωB97M-V functional and the def2-TZVPD basis.

The geometry in XYZ format:
```
17
Properties=species:S:1:pos:R:3:forces:R:3
C -2.990857 0.338918 -0.040287 -0.765 -1.084 -1.427
C -1.483137 0.307786 -0.199053 -1.909 -1.620 -0.815
C -0.637228 0.531046 0.772471 -0.165 -0.230 0.922
C 0.877864 0.531149 0.597070 -1.006 -0.249 0.394
N 1.279597 -0.521990 -0.267718 2.620 -0.487 -1.933
C 2.792996 -0.620656 -0.635053 -2.161 -3.343 1.484
H -3.255305 1.337506 0.327306 -0.531 -0.348 -0.242
H -3.435221 -0.473997 0.632307 0.682 1.128 -0.834
H -3.361270 0.124966 -1.154278 0.052 0.793 2.639
H -1.340334 -0.161768 -1.164691 1.466 0.751 -0.244
H -1.200393 0.522573 1.755921 1.428 0.833 -0.689
H 1.274397 0.266182 1.574553 0.585 1.313 0.508
H 1.174782 1.480113 0.077514 0.127 -0.535 1.221
H 0.903856 -1.430900 -0.051981 0.053 0.061 0.362
H 2.795630 -1.741436 -0.967282 0.576 2.213 -0.050
H 3.618363 -0.566616 0.145040 -1.381 0.264 -0.280
H 2.986262 0.077129 -1.401845 0.329 0.543 -1.017
```
Positions in Å, forces in eV/Å.

Structure (SMILES): C/C=C/CNC
Energy relative to the best compared isomer or geometry (same formula, charge and spin) in kcal/mol: 60.6
Lowest unoccupied orbital energy in eV: 1.165
Frontier orbital gap in hartree: 0.3547